ORCA calculation (wB97M-V/def2-TZVPD) on an isolated ion of composition C9H14N2O3P and charge +1.

Computed properties:
Energy above the lowest of the compared OMol25 structures with the same formula, charge and spin in kcal per mole: 24.31
DFT total energy in eV: -27961.0403

The geometry in ORCA input format:
```
! wB97M-V def2-TZVPD RIJCOSX def2/J DEFGRID3
* xyz 1 1
H 1.88351 -2.53923 -3.89588
N -0.11101 -0.87880 -1.14110
P 1.28294 -1.08841 -2.26885
C -1.02008 -2.00196 -1.00657
O -4.63592 0.19751 1.42612
C 0.77677 1.62473 -0.58073
C -1.41785 0.55821 0.57263
O 2.60757 -1.44496 -1.19016
H 2.49535 3.58969 1.88357
H 0.23063 2.44664 -1.15713
H 2.21022 -1.52515 -0.28592
H 2.84155 3.22365 0.04835
C 2.58698 2.76918 1.07811
H -1.52156 1.53841 1.16234
H 1.75085 1.39812 -1.13029
C -0.22419 0.38241 -0.44851
H 1.18998 -3.32798 -2.63700
H -0.91719 -2.98821 -1.59688
C -2.23490 -1.93956 -0.02757
H 1.12696 1.10187 1.56329
N 1.04065 -2.51825 -3.28006
H 0.33929 2.80331 1.34193
H -2.96627 -2.81208 0.11602
H -2.39469 -0.90080 3.27667
C -3.60270 -0.35465 1.84966
H 3.33484 1.94572 1.38671
C -2.41541 -0.60925 0.79673
C 1.13449 2.08280 0.95086
O -3.37080 -0.73298 3.19363
*
```

ORCA calculation (wB97M-V/def2-TZVPD) on an isolated molecule of C3H10N4O.

Computed properties:
Energy above the lowest of the compared OMol25 structures with the same formula, charge and spin in kcal per mole: 123.17
DFT total energy in eV: -11276.8594

The geometry in ORCA input format:
```
! wB97M-V def2-TZVPD RIJCOSX def2/J DEFGRID3
* xyz 0 1
N -2.56781 -1.26108 -0.37968
N 0.32266 2.39933 -0.00341
H 3.11967 -0.60302 -0.92865
H 0.42287 3.22769 -0.55462
C 0.10118 -0.43827 0.60280
C -0.98477 0.59460 0.20291
N -0.79210 1.77923 -0.18045
C 2.30132 -0.88861 -0.15260
H 2.53964 -0.17003 0.73421
H -2.83625 0.85485 -0.48329
N -2.36480 0.09862 0.12852
O 0.99718 -0.49011 -0.51927
H 0.66886 -0.23699 1.59383
H -2.10642 -1.76641 0.39652
H 1.09987 1.71374 -0.37629
H 2.29680 -2.07589 0.13041
H -0.27579 -1.44469 0.97021
H -1.94209 -1.29296 -1.18116
*
```